a.
This record from the OMol25 dataset describes an isolated molecule of C4H5NS2. The level of theory is ωB97M-V/def2-TZVPD.

Cartesian coordinates (Å):
C  -0.60  0.85  1.57
C  -0.79  -0.51  1.67
C  -0.09  1.56  0.54
C  0.73  -0.81  -1.83
N  0.31  -0.37  -0.49
S  0.41  2.80  -0.23
S  -0.24  -1.57  0.54
H  -1.02  1.53  2.24
H  -1.14  -1.01  2.61
H  1.70  -0.18  -2.13
H  0.88  -1.84  -2.01
H  -0.14  -0.44  -2.49

Results
- LUMO energy (alpha / beta): -0.0151 / -0.0150 Ha
- Orbital gap (alpha / beta): 7.0 / 7.0 eV
- 2S+1: 1

---

b.
This record from the OMol25 dataset describes an isolated molecule of C4H5NS2. The level of theory is ωB97M-V/def2-TZVPD.

Cartesian coordinates (Å):
S  1.98  -0.73  0.08
C  0.25  -0.72  -0.03
C  -0.62  -1.78  -0.02
C  -1.96  -1.28  0.01
C  -1.87  0.09  0.02
N  -0.54  0.44  0.01
S  0.03  2.05  -0.08
H  2.26  -0.29  -1.14
H  -0.33  -2.84  -0.05
H  -2.87  -1.88  -0.01
H  -2.64  0.85  0.07
H  0.37  2.22  1.19

Results
- Structure (SMILES): Sc1cccn1S
- LUMO energy: 0.0225 Ha
- Orbital gap: 9.1 eV
- 2S+1: 1

---

So which one wins? Going from most stable to least: b, a.

---

a.
This record from the OMol25 dataset describes a cluster of 3 separate species, C2H11NO3 in total. The level of theory is ωB97M-V/def2-TZVPD.

Cartesian coordinates (Å):
N  0.11  0.12  -1.29
C  0.23  -1.26  -0.89
C  0.85  -1.39  0.47
O  1.30  -2.68  0.82
H  -0.09  0.33  -2.25
H  -0.46  0.67  -0.66
H  -0.73  -1.79  -0.90
H  0.76  -1.78  -1.70
H  1.72  -0.71  0.51
H  0.16  -0.99  1.22
H  1.04  -3.32  0.15
O  -1.88  2.26  -2.46
H  -2.23  3.16  -2.50
H  -2.40  1.83  -1.77
O  0.46  1.94  3.37
H  -0.15  1.97  4.12
H  1.31  1.65  3.74

Results
- Structure (SMILES): NCCO.O.O
- LUMO energy: 0.0266 Ha
- Orbital gap: 9.6 eV
- 2S+1: 1

---

b.
This record from the OMol25 dataset describes a cluster of 4 separate species, C2H11NO3 in total. The level of theory is ωB97M-V/def2-TZVPD.

Cartesian coordinates (Å):
C  -0.16  -0.99  0.92
N  -0.79  -0.16  0.17
C  -0.84  1.29  0.61
H  0.05  -1.99  0.61
H  0.08  -0.63  1.92
H  -1.81  1.56  1.12
H  -0.78  1.87  -0.30
H  -0.03  1.57  1.27
O  -3.80  -0.65  0.53
H  -4.26  -1.07  1.23
H  -2.89  -0.81  0.57
O  1.41  0.39  -2.14
H  2.09  0.99  -2.27
H  0.60  0.82  -2.01
O  3.79  -0.17  0.10
H  4.38  0.13  -0.55
H  2.92  0.23  0.13

Results
- Structure (SMILES): C=NC.O.O.O
- LUMO energy: 0.0220 Ha
- Orbital gap: 10.7 eV
- 2S+1: 1

---

So which one wins? Going from most stable to least: a, b.

---

a.
This record from the OMol25 dataset describes a cluster of 2 separate species, C5H14S in total. The level of theory is ωB97M-V/def2-TZVPD.

Cartesian coordinates (Å):
C  -2.80  -1.19  1.66
C  -2.00  -0.40  2.65
H  -2.30  -1.46  0.64
H  -3.17  -2.22  1.95
H  -3.70  -0.64  1.35
H  -2.34  0.64  2.69
H  -0.89  -0.50  2.41
H  -2.09  -0.90  3.64
C  -0.08  0.50  -0.62
C  -0.23  1.85  -1.12
C  2.12  -0.67  -1.95
S  1.74  0.01  -0.25
H  -0.72  0.29  0.19
H  -0.53  -0.28  -1.35
H  -1.19  2.28  -0.89
H  -0.18  1.80  -2.32
H  1.30  -0.44  -2.62
H  2.89  -0.19  -2.61
H  2.38  -1.65  -1.76
H  0.57  2.58  -0.94

Results
- Charge: +1
- LUMO energy (alpha / beta): -0.1438 / -0.3130 Ha
- Orbital gap (alpha / beta): 10.4 / 5.8 eV
- Expectation value of S²: 0.7536
- 2S+1: 2

---

b.
This record from the OMol25 dataset describes a cluster of 2 separate species, C5H14S in total. The level of theory is ωB97M-V/def2-TZVPD.

Cartesian coordinates (Å):
C  2.55  -0.13  3.99
C  1.97  -0.52  1.38
S  1.41  0.53  2.81
H  2.52  -1.24  3.99
H  3.62  0.05  3.85
H  2.21  0.34  4.91
H  2.20  0.07  0.51
H  1.18  -1.24  1.29
H  2.94  -0.98  1.60
C  -1.29  0.34  -2.12
C  -2.29  -0.10  -1.10
C  -1.93  0.60  -3.48
H  -0.83  1.24  -1.70
H  -0.46  -0.38  -2.19
H  -2.03  0.06  -0.04
H  -2.29  1.62  -3.42
H  -1.11  0.56  -4.23
H  -2.56  -1.16  -0.97
H  -3.22  0.50  -1.21
H  -2.60  -0.18  -3.88

Results
- Charge: +1
- LUMO energy (alpha / beta): -0.1438 / -0.3202 Ha
- Orbital gap (alpha / beta): 9.7 / 4.9 eV
- Expectation value of S²: 0.7532
- 2S+1: 2

---

So which one wins? Going from most stable to least: b, a.